# 1
{
  "formula": "C8H17NOS2",
  "method": "ωB97M-V/def2-TZVPD",
  "species": ["S", "S", "O", "N", "C", "C", "C", "C", "C", "C", "C", "C", "H", "H", "H", "H", "H", "H", "H", "H", "H", "H", "H", "H", "H", "H", "H", "H", "H"],
  "xyz": [[-1.63471, 2.49186, 0.59062], [-1.43047, 2.03632, -2.47976], [-1.35130, -0.94127, -0.82672], [-3.12858, 0.11160, -0.16082], [-1.90390, 0.08158, -0.60660], [0.95053, 0.70322, 0.78361], [1.07917, -0.79689, 0.86132], [1.20696, -1.36148, 2.32584], [-0.58801, 0.97740, -3.64258], [2.03760, -2.69927, 2.26064], [0.44723, 1.19035, -0.62084], [-1.02989, 1.35407, -0.70098], [1.95907, -3.27201, 1.32120], [0.08678, -1.23478, 0.33485], [-0.63594, 3.27586, 0.30954], [3.15199, -2.40699, 2.25554], [0.93369, 2.05830, -0.82061], [-1.05920, 1.02489, -4.58584], [0.39653, 1.42575, -3.73517], [1.78960, -0.58847, 2.89561], [1.88915, 1.23432, 0.96583], [-0.68329, -0.12863, -3.28494], [0.70927, 0.38578, -1.31746], [1.80849, -1.24215, 0.27016], [0.15455, -1.55124, 2.75418], [-3.69619, -0.69122, -0.13595], [0.29967, 0.91675, 1.73721], [1.68871, -3.31940, 3.11707], [-3.44749, 0.96575, 0.13504]],
  "forces_ev_per_a": [[-0.506, -0.223, -0.596], [-1.126, 0.737, 1.426], [1.152, -3.369, -1.823], [-0.756, 0.369, -0.033], [2.396, 1.338, 0.486], [-0.707, 0.132, 1.330], [-3.746, -1.302, 0.616], [-0.160, -0.232, -1.342], [0.531, -1.896, 1.854], [0.648, 1.015, 0.516], [-0.923, -3.865, 2.285], [-2.093, 0.674, -1.221], [-0.625, 0.295, 0.348], [2.408, 0.850, 1.640], [0.648, 1.139, 0.113], [-1.564, -0.683, 0.608], [1.154, 2.642, -1.062], [-0.826, 0.267, -0.950], [0.415, -0.893, -0.117], [-0.777, -0.840, -0.001], [0.150, -0.242, 0.174], [0.729, 1.925, -0.645], [0.232, 0.363, -0.101], [1.876, -0.329, -1.130], [1.714, 0.505, -0.387], [-0.417, -0.877, 0.027], [0.769, 0.339, -2.158], [0.979, 0.126, -0.564], [-1.573, 2.035, 0.707]],
  "charge": 0,
  "smiles": "CCCCC[C@@](S)(SC)C(N)=O"
}

# 2
{
  "formula": "C15H38NO6S",
  "method": "ωB97M-V/def2-TZVPD",
  "species": ["S", "O", "O", "O", "O", "O", "O", "N", "C", "C", "C", "C", "C", "C", "C", "C", "C", "C", "C", "C", "C", "C", "C", "H", "H", "H", "H", "H", "H", "H", "H", "H", "H", "H", "H", "H", "H", "H", "H", "H", "H", "H", "H", "H", "H", "H", "H", "H", "H", "H", "H", "H", "H", "H", "H", "H", "H", "H", "H", "H", "H"],
  "xyz": [[1.47329, 3.18590, 0.36821], [-0.30515, -5.29265, -0.60240], [-5.33669, 0.23906, -1.84725], [1.85288, -2.17246, 2.16809], [4.45358, -0.90811, 3.84410], [3.49963, 5.18235, -1.56285], [-1.26092, 2.30162, -1.98182], [0.14581, 0.38541, 0.69213], [-1.79860, -0.04349, -1.02083], [0.85165, 1.59492, 0.66714], [1.69563, -6.29958, 0.27098], [-0.16623, 0.05863, -0.78241], [-0.33612, -3.00797, 2.70663], [1.08379, -2.79255, 3.18799], [4.71687, 0.25596, 3.07479], [-2.33235, 1.49076, -1.36347], [-5.49372, -0.92591, -2.64375], [0.25456, -6.51415, -0.14318], [-6.13175, -0.56441, -3.96908], [3.77150, 1.36816, 3.47919], [3.22982, 6.35530, -2.31626], [-2.95425, 2.22622, -0.00035], [2.85792, 7.49262, -1.38757], [-2.35401, -0.53445, -0.11508], [5.75501, 0.55342, 3.24965], [-1.94652, -0.65799, -2.02376], [-6.22091, 0.61851, -1.70519], [3.96445, 2.27446, 2.89829], [3.66840, 7.69127, -0.67873], [2.73020, 1.06633, 3.32625], [-3.39653, 1.40169, 0.70314], [2.14051, -7.23119, 0.63188], [0.18283, -7.25636, -0.94409], [-2.18679, 2.94979, 0.50610], [1.76024, -5.54665, 1.06327], [1.97308, 7.23615, -0.79589], [-0.34708, -3.63379, 1.80829], [3.88288, 1.59986, 4.54348], [1.43246, -1.32018, 1.96101], [-6.25570, -1.45123, -4.59697], [2.41920, 6.14211, -3.01976], [2.65115, 8.40582, -1.95270], [-1.57522, 2.61926, -2.89734], [4.12689, 6.60694, -2.88959], [-6.10897, -1.64588, -2.09550], [1.10402, -2.15703, 4.07859], [-0.80246, -2.05488, 2.43651], [-5.51703, 0.16568, -4.50561], [-0.33972, -6.86437, 0.70592], [1.55320, -3.74907, 3.43602], [-0.94123, -3.48946, 3.47997], [0.29068, -1.00139, -1.05360], [-3.88507, 2.87378, -0.36987], [3.53189, -1.16888, 3.67528], [4.60236, 0.00969, 2.01474], [2.28943, -5.92811, -0.57057], [0.22467, -4.99444, -1.36160], [-3.25416, 1.36178, -2.10042], [-4.50529, -1.36706, -2.80239], [-7.11220, -0.10243, -3.81388], [2.69418, 4.96263, -1.06385]],
  "forces_ev_per_a": [[-1.436, -4.075, 1.311], [-0.093, 0.042, -0.260], [-0.299, 0.167, 0.192], [0.396, 0.149, 0.234], [-0.038, -0.277, 0.260], [-0.009, 0.059, -0.002], [-2.223, -0.012, -1.269], [3.831, 6.006, 0.677], [1.932, 1.213, -0.525], [-3.382, -3.426, -2.610], [0.176, -0.051, 0.205], [-0.861, -1.628, -0.820], [-0.257, -0.100, -0.034], [-0.235, 0.275, -0.355], [-0.455, -0.063, 0.016], [-1.457, -0.740, 0.576], [-0.202, 0.221, -0.015], [0.258, 0.302, -0.213], [0.004, -0.034, -0.263], [0.013, 0.266, 0.014], [-0.216, -0.247, 0.404], [-0.591, 0.193, -1.276], [0.001, 0.280, 0.059], [0.554, 0.957, -1.589], [-0.074, -0.194, 0.065], [0.336, 1.003, 2.144], [0.500, -0.185, -0.042], [-0.156, -0.055, 0.018], [-0.043, -0.029, -0.155], [0.093, 0.075, -0.152], [1.091, 1.630, -1.148], [0.051, 0.056, -0.036], [0.035, -0.230, 0.093], [-1.360, -1.645, -0.852], [-0.060, -0.115, -0.094], [0.009, 0.036, -0.140], [0.051, 0.039, 0.112], [0.096, -0.033, -0.099], [-0.108, -0.121, -0.299], [-0.051, 0.081, -0.011], [-0.004, 0.181, -0.139], [-0.041, 0.007, 0.080], [0.515, -0.900, 2.292], [-0.037, -0.183, 0.097], [0.034, -0.199, -0.114], [-0.104, -0.113, 0.229], [0.077, -0.056, 0.074], [-0.002, -0.155, 0.089], [-0.060, 0.174, -0.154], [0.124, 0.137, -0.078], [-0.031, 0.014, -0.012], [-0.703, 1.988, 1.046], [1.956, -1.162, 0.877], [0.405, -0.006, -0.191], [0.053, 0.185, -0.068], [-0.032, -0.114, 0.043], [-0.298, -0.020, 0.462], [2.000, 0.475, 1.423], [-0.070, 0.202, 0.198], [-0.009, -0.123, -0.006], [0.404, -0.123, -0.270]],
  "charge": -1
}

# 3
{
  "formula": "C13H20NO",
  "method": "ωB97M-V/def2-TZVPD",
  "species": ["O", "N", "C", "C", "C", "C", "C", "C", "C", "C", "C", "C", "C", "C", "C", "H", "H", "H", "H", "H", "H", "H", "H", "H", "H", "H", "H", "H", "H", "H", "H", "H", "H", "H", "H"],
  "xyz": [[-1.39289, -0.48024, -0.17799], [-0.61927, 0.46643, 1.92234], [-1.09352, -0.39086, -2.68216], [0.94536, 0.31162, -0.09264], [3.16581, 1.42925, -1.18872], [-0.20894, -1.02121, 1.78434], [1.80315, -0.56903, -0.78141], [-1.20264, -2.05170, 2.20791], [-3.16017, 0.53875, -1.48221], [1.13095, 1.67893, -0.01966], [-0.31167, -0.20751, 0.57472], [-1.61590, 0.28263, -1.39228], [2.21669, 2.25529, -0.70554], [2.96057, 0.01721, -1.20686], [1.10026, -1.07734, 2.55492], [-1.82490, -1.57630, 2.94544], [0.95927, -0.80944, 3.60210], [-0.73564, 0.34982, -3.44259], [-3.34462, 1.19370, -0.59143], [-0.00344, 1.12733, 2.36864], [2.35427, 3.38288, -0.74047], [1.42024, -1.56284, -0.77419], [-3.35334, 1.06470, -2.33751], [3.99976, 1.97045, -1.70876], [1.34935, -2.04743, 2.57471], [0.48890, 2.45021, 0.35468], [-0.21402, -1.02045, -2.27841], [-1.76822, -1.01022, -3.11101], [-1.31662, 1.31223, -1.33242], [1.97086, -0.38750, 2.25054], [-1.74812, -2.56403, 1.30083], [3.84675, -0.61551, -1.63406], [-3.68257, -0.36109, -1.68191], [-1.57044, 0.71442, 2.14350], [-0.54527, -2.79315, 2.77757]],
  "forces_ev_per_a": [[-0.053, 0.211, -0.278], [-1.162, 0.301, -0.187], [4.051, 1.405, 2.785], [-1.441, 0.878, 0.585], [1.121, -0.448, -1.573], [1.027, 1.674, 1.503], [-0.900, 1.959, 1.650], [0.680, -1.925, -0.929], [2.433, -0.313, 2.502], [1.125, 0.697, -1.469], [1.085, -0.382, -1.107], [-2.604, 0.522, -1.749], [-0.597, 1.477, 1.277], [3.243, -0.799, -1.780], [0.591, 3.503, -0.262], [-0.830, -0.275, 0.097], [-0.566, -0.012, 0.084], [-0.216, -0.607, 0.849], [-0.876, -1.061, -0.715], [0.686, -0.136, -0.149], [-0.300, -1.654, 0.030], [0.802, -0.973, -0.443], [-0.205, 1.915, -2.189], [-0.419, -1.336, 0.625], [1.713, -3.498, -0.113], [-0.910, -0.412, 0.718], [-1.125, 0.863, -1.367], [-2.249, -1.990, -1.222], [1.286, 0.188, 0.521], [-1.471, -1.227, -0.167], [0.898, 1.161, 2.053], [-1.981, 1.133, 0.701], [-0.862, -1.027, 0.940], [-0.559, -0.335, -0.355], [-1.411, 0.523, -0.866]],
  "charge": 1,
  "smiles": "CC(C)O[C@@]1(c2ccccc2)[NH2+]C1(C)C"
}

| no. | HOMO-LUMO gap (eV) | HOMO (eV) |
| --- | --- | --- |
| 1 | 9.36 | -8.72 |
| 2 | 4.53 | -1.88 |
| 3 | 10.31 | -12.95 |